DFT (ωB97M-V/def2-TZVPD) results for one molecule with the formula C3H3FS2 in a non-equilibrium geometry.

```
9
Properties=species:S:1:pos:R:3:lowdin_charge:R:1
F -0.360 0.901 2.324 -0.15
C -0.853 -0.392 1.830 -0.10
C -0.385 -0.519 0.511 -0.34
S 0.555 0.908 -0.192 0.83
C 0.967 0.622 -1.869 -1.15
S 0.176 -0.347 -2.804 0.65
H -1.639 -0.912 2.263 0.07
H -0.569 -1.458 -0.102 0.08
H 2.107 1.197 -1.963 0.11
```

**Energy relative to the best compared isomer or geometry (same formula, charge and spin)**: 2.137 eV
**HOMO level**: -8.97 eV
**SMILES string**: F/C=C\SC=S
**Frontier orbital gap**: 8.3 eV
**Charge**: 0
**Maximum force**: 7.9 eV Å⁻¹
**Multiplicity**: 1
**E_LUMO**: -0.69 eV

DFT (ωB97M-V/def2-TZVPD) results for C4H8GdLiO3 as an isolated structure in a non-equilibrium geometry.

```
17
Properties=species:S:1:pos:R:3:lowdin_charge:R:1
C 1.043 -1.404 0.660 -0.25
C -0.223 -1.114 -0.146 -0.17
C -0.475 0.377 -0.330 -0.15
C -0.766 1.115 0.926 -0.19
O -0.859 2.331 1.003 0.00
O 1.299 -2.753 0.798 -0.33
Gd 0.689 -5.018 0.829 2.09
Li -0.525 3.729 -0.217 0.83
H 0.946 -0.925 1.657 0.15
H 1.895 -0.899 0.163 0.20
H -1.089 -1.577 0.355 0.14
H -0.133 -1.583 -1.137 0.14
H -1.355 0.545 -0.974 0.16
H -0.911 0.503 1.839 0.16
O 0.306 2.922 -1.824 0.01
H -0.188 2.818 -2.660 0.08
H 0.345 0.933 -0.941 0.15
```

**HOMO level (alpha / beta)**: -20.44 / -20.43 eV
**Frontier orbital gap (alpha / beta)**: 7.2 / 5.3 eV
**Charge**: +3
**Maximum force**: 2.0 eV Å⁻¹
**Multiplicity**: 9
**Expectation value of S²**: 20.8619
**E_LUMO (alpha / beta)**: -13.21 / -15.15 eV

DFT (ωB97M-V/def2-TZVPD) results for a 2-piece molecular cluster, C27H39FN2OSSi overall in a non-equilibrium geometry.

```
72
Properties=species:S:1:pos:R:3:lowdin_charge:R:1
C 1.966 -3.597 0.455 -0.23
Si 2.376 -2.218 1.769 0.53
C 3.807 -2.927 2.837 -0.21
C 0.748 -1.904 2.723 -0.27
C 0.795 -0.689 3.785 -0.25
C -0.533 0.206 3.626 -0.23
C -0.391 1.429 2.575 -0.20
C -1.727 2.316 2.701 -0.22
C -2.779 2.135 1.499 -0.20
C -3.014 0.616 1.022 -0.20
C -4.545 0.084 1.222 -0.15
C -4.846 -0.834 -0.087 -0.12
C -5.867 -0.477 -1.191 -0.01
C -5.980 -1.494 -2.426 -0.01
C -5.109 -2.789 -2.509 -0.13
C -5.165 -3.816 -3.771 -0.13
C -3.761 -3.573 -4.571 -0.17
F -3.946 -3.356 -5.986 -0.11
C -4.068 -3.189 -1.363 -0.25
N -3.216 -4.364 -1.314 -0.24
S -2.407 -4.088 0.195 0.90
N -3.009 -2.601 0.829 -0.24
C -3.976 -2.173 -0.161 -0.22
C 3.033 -0.722 0.770 -0.22
C 3.288 0.717 1.314 -0.08
C 3.839 1.913 0.432 -0.06
C 4.191 1.661 -1.063 -0.07
C 3.966 0.227 -1.641 -0.07
C 3.393 -0.955 -0.757 -0.06
H 2.919 -4.069 0.010 0.04
H 1.334 -4.407 0.979 0.04
H 1.303 -3.154 -0.379 0.04
H 4.012 -4.025 2.517 0.04
H 3.477 -2.908 3.935 0.03
H 4.798 -2.362 2.660 0.05
H 0.531 -2.870 3.329 0.09
H -0.117 -1.810 1.971 0.07
H 1.757 -0.070 3.770 0.08
H 0.741 -1.163 4.845 0.11
H -0.776 0.669 4.663 0.11
H -1.400 -0.509 3.392 0.11
H -0.331 0.960 1.513 0.12
H 0.587 2.026 2.699 0.11
H -1.422 3.437 2.740 0.11
H -2.264 2.123 3.708 0.11
H -2.391 2.731 0.603 0.11
H -3.802 2.580 1.824 0.11
H -2.328 -0.159 1.505 0.07
H -2.816 0.586 -0.117 0.12
H -5.307 0.927 1.353 0.11
H -4.499 -0.638 2.126 0.11
H -6.486 0.487 -1.120 0.10
H -6.717 -1.219 -3.273 0.10
H -6.086 -3.602 -4.413 0.12
H -5.153 -4.864 -3.299 0.11
H -3.270 -2.611 -4.144 0.12
H -3.031 -4.428 -4.320 0.12
H 3.086 0.970 2.408 0.06
H 3.975 2.939 0.945 0.09
H 4.604 2.529 -1.682 0.06
H 4.214 0.023 -2.748 0.08
H 3.286 -1.957 -1.289 0.07
C 6.165 6.073 -3.382 -0.02
C 5.252 5.363 -2.418 -0.49
C 3.827 5.843 -2.332 -0.02
O 5.650 4.436 -1.735 0.04
H 7.159 5.622 -3.338 0.08
H 5.780 5.975 -4.399 0.09
H 6.247 7.127 -3.108 0.09
H 3.339 5.735 -3.302 0.09
H 3.806 6.887 -2.011 0.09
H 3.286 5.240 -1.598 0.08
```

**HOMO level**: -8.38 eV
**SMILES string**: C[Si](C)(CCCCCCCCc1ccc(CCF)c2nsnc12)c1ccccc1.CC(C)=O
**Frontier orbital gap**: 7.1 eV
**Charge**: 0
**Maximum force**: 6.3 eV Å⁻¹
**Multiplicity**: 1
**E_LUMO**: -1.25 eV

DFT (ωB97M-V/def2-TZVPD) results for one molecule with the formula C2H2N2O3 in a non-equilibrium geometry.

```
9
Properties=species:S:1:pos:R:3:lowdin_charge:R:1
N -1.089 1.295 -1.852 0.20
C -0.605 0.887 -0.879 -0.13
C 0.044 0.364 0.295 -0.30
O -0.910 0.053 1.256 0.02
N 0.927 -0.788 -0.113 -0.35
O 2.135 -0.500 -0.124 0.08
O 0.474 -1.827 -0.444 0.14
H 0.625 1.183 0.743 0.18
H -1.600 -0.667 1.117 0.16
```

**Energy relative to the best compared isomer or geometry (same formula, charge and spin)**: 3.950 eV
**HOMO level**: -11.89 eV
**SMILES string**: N#C[C@@H](O)[N+](=O)[O-]
**Frontier orbital gap**: 11.2 eV
**Charge**: 0
**Maximum force**: 3.9 eV Å⁻¹
**Multiplicity**: 1
**E_LUMO**: -0.67 eV